# 1
The following is a quantum chemistry calculation of 13 unconnected molecules or ions with the total composition C49H119N5O13 in a non-equilibrium geometry, from OMol25.

## Properties
total charge = +1
DFT total energy = -86792.8428 eV
lowest unoccupied orbital energy (spin up / spin down) = -2.5 / -6.8 eV
HOMO-LUMO gap (spin up / spin down) = 6.65 / 2.36 eV
multiplicity = 2
highest occupied orbital energy (spin up / spin down) = -9.19 / -9.19 eV

Last column: Löwdin spin population.
Element x y z (Å)
O1 3.827 -4.072 4.462  0.0000
O2 1.443 5.337 -5.980  0.0000
O3 -4.094 3.347 -4.849  0.0000
O4 -4.128 4.891 -2.712  0.0000
O5 0.262 0.504 -3.469  0.0001
O6 0.279 -0.544 -7.262  0.0000
O7 -5.824 -2.175 4.339  0.0000
O8 2.319 -4.565 -4.017  0.0000
O9 -0.862 7.441 -1.090  0.1443
O10 8.317 -1.295 -4.347  0.0000
O11 -4.963 2.305 0.060  0.0000
O12 -1.630 -0.912 -5.271  0.0000
O13 1.813 -2.197 -5.483  0.0000
N1 2.676 -4.931 4.248  0.0000
N2 7.535 -1.801 -3.263  0.0000
N3 -0.265 0.251 -2.113  0.0013
N4 -0.488 6.740 -0.020  0.6171
N5 -6.626 -1.359 3.495  0.0000
C1 5.356 -1.939 -2.152  0.0000
C2 -2.294 1.665 -2.490  0.0000
C3 6.232 0.235 -2.635  0.0000
C4 1.776 -4.408 3.233  0.0000
C5 7.456 -2.851 -0.982  0.0000
C6 0.964 -5.053 -3.850  0.0000
C7 -1.091 1.377 -1.498  0.0003
C8 -8.398 -0.160 1.580  0.0000
C9 -1.542 6.915 1.063  0.0436
C10 -4.408 3.043 1.196  0.0001
C11 6.157 -1.203 -3.219  0.0000
C12 -6.184 -2.444 1.324  0.0000
C13 -6.057 -1.155 2.135  0.0000
C14 -1.702 0.825 -0.116  0.0000
C15 3.343 -6.342 6.182  0.0000
C16 2.604 -4.228 1.932  0.0000
C17 1.599 -4.533 6.519  0.0000
C18 6.067 -2.145 -0.791  0.0000
C19 1.004 -1.908 -1.844  0.0000
C20 1.216 5.660 1.418  0.0037
C21 -8.830 -0.245 3.006  0.0000
C22 -1.195 5.937 2.296  0.0004
C23 9.218 -1.067 -1.471  0.0000
C24 -0.216 2.631 -1.245  0.0012
C25 9.343 -3.388 -2.608  0.0000
C26 0.757 -0.484 -1.288  0.0001
C27 1.089 -3.070 3.656  0.0000
C28 1.662 7.987 0.590  0.0443
C29 0.003 -0.949 0.045  0.0000
C30 0.722 -5.499 2.979  0.0000
C31 -8.047 -1.337 3.827  0.0000
C32 2.211 -5.561 5.530  0.0000
C33 2.132 4.814 -4.903  0.0000
C34 1.126 -6.610 5.166  0.0000
C35 0.027 -6.070 4.271  0.0000
C36 8.383 -2.221 -2.063  0.0000
C37 -2.380 -1.405 -4.175  0.0000
C38 2.080 0.262 -1.060  0.0000
C39 -2.993 6.587 0.543  0.0098
C40 0.312 5.928 2.640  0.0001
C41 -8.326 -1.149 5.302  0.0000
C42 1.655 6.005 -0.923  0.0132
C43 -4.598 -0.792 2.140  0.0000
C44 0.963 6.652 0.256  0.0474
C45 -8.700 -2.753 3.522  0.0000
C46 -0.684 0.163 0.809  0.0000
C47 5.401 -1.378 -4.569  0.0000
C48 -6.875 -0.009 1.428  0.0000
C49 -1.574 8.371 1.601  0.0418
H1 -6.587 0.957 1.844  0.0000
H2 2.274 5.661 1.679  -0.0003
H3 1.437 8.351 1.593  0.0010
H4 -2.518 0.137 -0.334  0.0000
H5 -1.533 4.907 2.179  0.0001
H6 -1.718 6.234 3.205  -0.0004
H7 -4.131 4.607 -1.798  0.0000
H8 2.938 -6.932 7.005  0.0000
H9 5.101 -2.951 -2.464  0.0000
H10 -0.582 8.623 1.977  0.0000
H11 5.387 -2.828 -0.282  0.0000
H12 1.999 0.791 -0.110  0.0000
H13 1.335 4.966 -1.006  -0.0002
H14 -3.243 -0.798 -3.901  0.0000
H15 -2.040 2.073 -3.468  0.0000
H16 1.563 -7.496 4.705  0.0000
H17 1.196 -0.297 -7.135  0.0000
H18 -5.007 5.240 -2.859  0.0000
H19 -5.064 3.893 1.385  0.0000
H20 -7.192 -2.768 1.064  0.0000
H21 5.203 0.585 -2.545  0.0000
H22 2.048 -3.552 6.364  0.0000
H23 -4.499 -0.025 2.907  0.0000
H24 -2.099 1.635 0.496  0.0000
H25 8.398 -0.387 -4.047  0.0000
H26 4.447 -4.577 3.930  0.0000
H27 0.023 0.832 1.299  0.0000
H28 -3.364 7.275 -0.217  -0.0002
H29 0.013 -5.060 2.277  0.0000
H30 1.478 4.518 -4.083  0.0000
H31 -4.272 -0.269 1.241  0.0000
H32 -1.264 -0.315 1.598  0.0000
H33 2.739 5.891 -0.913  0.0008
H34 2.864 5.541 -4.552  0.0000
H35 -3.982 -1.662 2.370  0.0000
H36 -3.134 5.645 0.012  0.0003
H37 -0.808 3.545 -1.211  0.0008
H38 -3.729 6.780 1.324  0.0000
H39 -3.108 2.263 -2.082  0.0000
H40 -7.785 -0.250 5.600  0.0000
H41 -1.395 6.794 -1.558  0.0171
H42 2.044 -2.696 -4.700  0.0000
H43 0.416 -4.171 -3.517  0.0000
H44 9.985 -3.238 -3.476  0.0000
H45 0.409 -2.722 2.878  0.0000
H46 4.377 -1.472 -2.047  0.0000
H47 1.033 4.651 1.047  0.0001
H48 5.385 -2.406 -4.931  0.0000
H49 3.265 -3.367 2.025  0.0000
H50 1.993 -4.194 1.030  0.0000
H51 2.758 3.966 -5.179  0.0000
H52 0.492 6.839 3.210  0.0001
H53 0.595 2.670 -1.972  0.0000
H54 -4.900 3.482 -5.347  0.0000
H55 5.807 -0.732 -5.347  0.0000
H56 0.744 -1.394 0.710  0.0000
H57 -0.273 -0.062 -4.029  0.0000
H58 8.621 -0.385 -0.866  0.0000
H59 6.779 0.304 -1.695  0.0000
H60 0.650 -6.886 6.106  0.0000
H61 -2.145 -1.062 -6.067  0.0000
H62 3.710 -7.141 5.538  0.0000
H63 -2.849 0.746 -2.679  0.0000
H64 -0.520 -5.340 4.868  0.0000
H65 -4.324 2.417 2.084  0.0000
H66 -0.079 -0.598 -6.376  0.0000
H67 -8.666 0.756 3.406  0.0000
H68 4.204 -5.727 6.443  0.0000
H69 8.056 -2.817 -0.073  0.0000
H70 -8.121 -3.549 3.990  0.0000
H71 1.854 -2.309 3.810  0.0000
H72 10.008 -3.749 -1.823  0.0000
H73 0.536 5.106 3.320  0.0003
H74 -9.718 -2.734 3.911  0.0000
H75 6.106 -1.267 -0.146  0.0000
H76 1.377 8.824 -0.047  0.0006
H77 -5.683 -2.413 0.356  0.0000
H78 -6.531 0.056 0.396  0.0000
H79 1.714 -1.809 -2.666  0.0000
H80 1.194 -2.758 -5.951  0.0000
H81 0.516 -4.508 6.398  0.0000
H82 -5.893 -2.995 3.845  0.0000
H83 -9.338 -0.859 5.586  0.0000
H84 -4.252 1.751 -0.271  0.0000
H85 -3.445 3.535 1.056  0.0001
H86 10.004 -1.352 -0.771  0.0000
H87 -0.742 -6.835 4.167  0.0000
H88 -8.694 -3.084 2.484  0.0000
H89 9.711 -0.560 -2.301  0.0000
H90 -8.838 0.703 1.080  0.0000
H91 -1.757 -1.487 -3.285  0.0000
H92 -2.859 -2.351 -4.427  0.0000
H93 1.021 6.134 -5.650  0.0000
H94 0.218 2.571 -0.247  0.0000
H95 7.284 -3.897 -1.236  0.0000
H96 -2.263 8.430 2.443  0.0052
H97 0.480 -3.067 4.560  0.0000
H98 2.823 -0.508 -0.850  0.0000
H99 -9.894 -0.462 2.914  0.0000
H100 1.349 -6.219 2.453  0.0000
H101 0.077 -2.378 -2.174  0.0000
H102 3.232 -5.102 1.755  0.0000
H103 8.806 -4.245 -3.014  0.0000
H104 2.339 0.876 -1.923  0.0000
H105 1.799 -4.774 7.563  0.0000
H106 0.584 -5.472 -4.782  0.0000
H107 -5.663 -3.218 1.886  0.0000
H108 0.979 -5.683 -2.961  0.0000
H109 1.483 6.592 -1.825  -0.0003
H110 -8.689 -0.989 0.935  0.0000
H111 2.742 7.865 0.515  0.0042
H112 1.565 -2.506 -1.126  0.0000
H113 -7.976 -1.977 5.918  0.0000
H114 -0.801 -1.670 -0.099  0.0000
H115 -4.182 3.923 -4.089  0.0000
H116 4.373 -1.016 -4.593  0.0000
H117 6.810 0.888 -3.290  0.0000
H118 2.881 -5.298 -4.279  0.0000
H119 -1.833 9.181 0.920  0.0018



# 2
The following is a quantum chemistry calculation of a molecular structure, C39H58BFInN11O3S in a non-equilibrium geometry, from OMol25.

## Properties
total charge = +2
DFT total energy = -83309.5310 eV
ΔE to the lowest compared entry with this formula, charge and spin = 13.7 kcal per mole
lowest unoccupied orbital energy = -4.1 eV
HOMO-LUMO gap = 7.55 eV
highest occupied orbital energy = -11.62 eV

Last column: Mulliken charge in e.
Element x y z (Å)
In1 10.980 13.259 10.375  1.6325
S1 9.498 13.939 8.382  -0.2773
F1 14.451 21.126 9.696  -0.3971
O1 10.700 15.118 11.443  -0.6459
O2 11.039 14.690 13.684  -0.6696
O3 12.312 15.131 9.455  -0.6374
N1 15.570 21.832 12.162  0.2376
N2 12.861 13.100 11.470  0.5640
N3 7.206 13.598 7.262  0.1259
N4 10.325 11.518 12.790  0.7690
N5 12.791 12.049 12.350  0.0920
N6 11.591 10.389 10.906  0.6197
N7 9.660 12.426 11.972  -0.6370
N8 16.616 23.946 12.789  -0.0917
N9 14.158 17.416 13.761  0.5846
N10 11.623 11.148 9.781  0.3023
N11 7.780 11.881 8.548  0.4138
C1 12.451 16.185 12.483  -0.5538
C2 16.829 22.026 11.297  -0.3848
C3 11.866 9.140 10.596  -0.5677
C4 14.889 19.595 12.956  -1.0986
C5 8.436 12.031 13.765  -1.0433
C6 11.356 15.269 12.658  -0.0940
C7 6.395 11.325 8.526  -1.2352
C8 13.049 12.198 7.190  -1.2812
C9 13.894 12.107 13.098  -0.5534
C10 11.266 10.696 6.335  -1.6120
C11 8.551 12.821 12.595  -0.1934
C12 7.563 15.105 12.797  -1.5155
C13 14.418 20.222 10.730  0.1226
C14 17.211 23.486 11.442  -0.6743
C15 14.614 22.901 11.895  -0.3265
C16 14.034 13.736 11.633  -0.5986
C17 6.167 13.157 11.960  -1.8040
C18 12.002 10.361 8.740  -0.2406
C19 12.406 10.790 7.295  0.7465
C20 13.848 19.022 10.482  -0.6114
C21 14.217 18.344 12.743  0.8882
C22 16.244 17.468 15.143  -1.1807
C23 13.156 16.480 13.609  -0.1816
C24 7.564 13.810 12.005  2.2143
C25 12.821 16.805 11.188  1.0187
C26 14.979 20.549 11.952  -1.8811
C27 15.661 15.537 11.063  -2.1903
C28 14.703 17.664 15.077  -0.7522
C29 13.381 15.788 10.128  -0.8172
C30 6.586 12.926 6.099  -1.1983
C31 14.466 14.722 10.581  0.8890
C32 8.740 10.912 9.077  -0.8447
C33 15.123 24.146 12.676  -1.0079
C34 12.195 9.076 9.243  -1.3323
C35 8.093 13.040 8.082  0.7588
C36 7.219 15.088 7.056  -1.1956
C37 13.675 18.049 11.489  -0.3280
C38 14.701 13.184 12.731  -1.0914
C39 9.556 11.319 13.856  -0.5578
B1 11.651 10.911 12.393  -0.5932
H1 16.860 24.168 10.681  0.3315
H2 14.822 25.081 12.166  0.3469
H3 5.674 12.107 8.182  0.3213
H4 6.415 10.573 7.695  0.4557
H5 14.728 14.040 9.733  0.5772
H6 7.750 14.070 10.959  -0.5386
H7 6.075 10.866 9.482  0.4028
H8 16.533 21.796 10.275  0.4314
H9 13.098 12.448 6.066  0.3830
H10 8.287 9.925 8.952  0.5098
H11 6.921 15.039 13.712  0.3770
H12 5.816 12.963 13.074  0.3347
H13 12.891 15.902 14.522  0.4157
H14 15.517 13.619 13.347  0.3932
H15 6.203 12.178 11.487  0.3190
H16 6.496 13.511 5.218  0.4357
H17 8.077 15.406 6.419  0.3520
H18 13.656 22.522 12.272  0.5510
H19 12.414 12.977 7.621  0.1871
H20 10.564 11.471 6.425  0.3555
H21 14.487 18.656 15.428  0.4957
H22 7.038 15.866 12.208  0.4386
H23 16.624 23.138 13.397  0.4277
H24 15.534 16.012 11.997  0.3827
H25 13.174 10.016 7.052  0.4481
H26 7.654 12.024 14.500  0.5574
H27 17.575 21.309 11.636  0.4059
H28 14.092 11.446 13.923  0.5296
H29 17.068 24.720 13.240  0.2765
H30 14.014 12.209 7.653  0.3178
H31 16.919 18.103 14.519  0.2814
H32 18.304 23.505 11.520  0.3674
H33 11.877 17.193 10.716  1.0626
H34 7.522 15.490 8.019  0.3893
H35 16.508 14.871 11.199  0.5358
H36 7.090 11.986 5.891  0.3366
H37 11.508 15.701 9.536  0.4784
H38 16.509 16.461 14.965  0.3319
H39 12.527 8.209 8.672  0.5590
H40 11.530 10.835 5.178  0.3742
H41 14.495 23.130 10.811  0.3427
H42 13.920 16.411 9.333  0.7285
H43 9.851 10.702 14.669  0.6047
H44 5.555 12.695 6.401  0.3853
H45 5.566 13.837 11.436  0.5480
H46 14.188 16.991 15.758  0.3872
H47 6.216 15.376 6.666  0.4513
H48 12.068 10.107 13.148  -0.1346
H49 13.322 18.964 9.558  0.6122
H50 12.006 8.433 11.351  0.6152
H51 10.723 9.745 6.440  0.3674
H52 16.655 17.696 16.140  0.4312
H53 8.553 15.525 13.079  0.0913
H54 14.765 24.171 13.647  0.4675
H55 8.921 11.199 10.074  0.4201
H56 15.404 19.856 13.879  0.3885
H57 15.885 16.307 10.304  0.4578
H58 9.656 10.929 8.489  -0.1856



# 3
The following is a quantum chemistry calculation of a molecular structure, C35H38F6KN9O5S2Se in a non-equilibrium geometry, from OMol25.

## Properties
total charge = -2
DFT total energy = -180209.3721 eV
ΔE to the lowest compared entry with this formula, charge and spin = 28.5 kcal per mole
lowest unoccupied orbital energy = 3.8 eV
HOMO-LUMO gap = 4.71 eV
highest occupied orbital energy = -0.96 eV

Last column: Mulliken charge in e.
Element x y z (Å)
Se1 -0.942 1.655 3.181  -0.0925
K1 0.816 0.266 -0.313  1.4246
S1 3.902 0.807 1.047  0.7250
S2 3.898 1.127 -1.638  0.7693
F1 3.145 3.635 -2.055  -0.1098
F2 4.431 1.276 3.538  -0.2141
F3 5.124 3.159 -2.778  -0.2494
F4 3.384 2.401 -3.827  -0.2305
F5 5.952 2.015 2.183  -0.2339
F6 4.083 3.085 2.395  -0.1868
O1 -0.763 3.716 -3.195  -0.9139
O2 5.015 0.397 -2.168  -0.6655
O3 4.717 -0.379 1.056  -0.6321
O4 2.514 0.650 1.421  -0.3502
O5 2.587 0.531 -1.768  -0.8200
N1 -1.879 4.354 3.081  0.4318
N2 0.540 2.946 0.046  1.6059
N3 -1.181 -2.258 1.468  0.7871
N4 -0.744 -1.191 -2.400  0.3225
N5 -3.119 -0.367 0.871  1.4716
N6 1.371 -2.748 0.586  1.6452
N7 -0.546 1.659 -2.137  0.3696
N8 4.136 1.750 -0.196  -0.3731
N9 -1.501 3.694 5.107  0.2924
C1 -3.516 -1.262 -0.194  -0.6722
C2 -0.438 2.960 -2.241  -0.6040
C3 -3.133 -0.994 2.140  -0.4255
C4 -1.074 1.063 -3.340  -1.2433
C5 -4.120 -1.329 4.337  -0.9069
C6 -1.478 -0.385 -3.175  0.5656
C7 2.419 -2.797 -0.412  -0.9886
C8 1.226 3.557 1.012  -0.9385
C9 -3.214 -2.356 4.568  -0.7918
C10 -2.169 5.413 3.916  -0.3986
C11 0.691 -5.047 0.012  0.3585
C12 0.242 3.649 -1.051  0.4666
C13 -2.572 -0.870 -3.894  -0.7657
C14 -0.252 -6.077 -0.027  -1.0607
C15 -1.817 -4.589 1.054  -0.6638
C16 -1.459 3.279 3.811  -0.6449
C17 -1.072 -2.479 -2.329  0.1135
C18 -2.175 -2.022 2.374  -0.1677
C19 -2.129 -3.044 -3.028  -0.7940
C20 1.899 -2.603 1.933  -0.7347
C21 0.579 4.996 -1.182  -0.6202
C22 -1.931 5.005 5.180  -0.5074
C23 -2.278 -2.699 3.605  -0.5399
C24 -4.075 -0.672 3.108  0.0892
C25 4.635 1.868 2.355  0.3433
C26 0.401 -3.797 0.531  -1.3648
C27 -3.749 0.919 0.760  -1.0351
C28 1.297 5.612 -0.175  -0.7102
C29 3.882 2.686 -2.618  0.4409
C30 -2.895 -2.213 -3.826  -0.5841
C31 1.651 4.873 0.946  -0.9856
C32 -1.509 -5.825 0.512  -0.7242
C33 -1.091 2.858 6.213  -0.8594
C34 -0.892 -3.509 1.078  0.2205
C35 -1.951 4.366 1.627  -0.0645
H1 -2.901 3.958 1.284  0.2196
H2 -3.375 -0.773 -1.157  0.2714
H3 -4.579 -1.555 -0.101  0.2219
H4 -2.811 -4.409 1.449  0.3588
H5 1.975 -2.864 -1.406  0.2295
H6 -4.849 -1.046 5.087  0.3643
H7 2.570 -1.748 1.984  0.2087
H8 -2.039 5.522 6.116  0.4034
H9 3.125 -3.636 -0.284  0.2925
H10 2.452 -3.506 2.245  0.2023
H11 -2.271 -6.598 0.496  0.3421
H12 1.068 -2.438 2.618  0.0105
H13 -3.746 -2.602 -4.377  0.3523
H14 0.288 5.495 -2.095  0.5131
H15 -4.787 0.118 2.901  0.3322
H16 -0.001 -7.041 -0.453  0.3623
H17 -1.837 5.392 1.282  0.3741
H18 1.682 -5.225 -0.389  0.2829
H19 -0.315 1.084 -4.142  0.2644
H20 -1.147 3.748 1.230  -0.5189
H21 -1.648 1.921 6.189  0.3151
H22 -3.158 -0.182 -4.490  0.3879
H23 -2.517 6.356 3.538  0.4596
H24 -3.425 1.390 -0.173  0.1714
H25 -1.288 3.395 7.139  0.3088
H26 -4.857 0.873 0.750  0.2899
H27 -1.924 1.622 -3.752  0.2780
H28 -3.431 1.544 1.591  0.1698
H29 -0.032 2.617 6.130  0.2959
H30 -3.227 -2.892 5.512  0.3436
H31 -0.475 -3.090 -1.663  0.1419
H32 -2.344 -4.099 -2.918  0.4674
H33 -1.564 -3.491 3.801  0.3708
H34 3.012 -1.884 -0.358  0.1050
H35 -2.899 -2.156 -0.167  -0.1956
H36 1.442 2.953 1.885  0.5632
H37 2.238 5.296 1.751  0.4703
H38 1.596 6.651 -0.270  0.3942